Below is a molecular structure, C18H29ORuSi, with properties calculated with ωB97M-V/def2-TZVPD.

Calculated values
molar mass: 390.58 g/mol
highest occupied orbital energy (alpha / beta): -0.55 / -3.86 eV
total charge: -1
<S²>: 6.049
multiplicity: 5
E: -1162.70219 hartree
frontier orbital gap (alpha / beta): 3.83 / 7.12 eV

XYZ file:
```
50
Properties=species:S:1:pos:R:3:forces:R:3:lowdin_spin:R:1
Ru 0.069369 0.585924 0.973801 0.700 -1.232 -3.314 1.966
C 1.819844 0.935217 2.036515 1.185 0.091 0.792 -0.006
C 2.272735 0.103174 0.932529 0.362 0.227 0.434 0.032
C 2.454845 0.954009 -0.198070 0.716 -0.227 -0.061 0.178
H 2.588975 -0.936401 1.016862 -0.099 0.564 -0.146 0.002
C 2.083509 2.260970 0.151236 -0.007 0.077 -0.029 0.123
C 1.664578 2.265207 1.507431 1.132 0.130 0.692 0.155
H 1.376055 3.141607 2.099067 0.059 -0.493 -0.398 0.008
H 1.790616 0.635171 3.088079 0.156 0.262 -0.450 0.002
H 2.885334 0.627841 -1.152731 -0.514 0.176 0.464 0.011
H 2.129377 3.139008 -0.508910 -0.215 -0.556 0.336 0.004
C -1.963092 0.842123 1.619664 -0.024 1.146 -0.603 -0.005
C -1.214423 2.043564 1.972675 -1.880 0.374 -1.270 0.035
C -1.107787 2.864070 0.771393 -1.433 -1.915 0.530 0.195
H -0.954962 2.321939 2.972481 0.137 0.143 0.274 0.004
C -1.732030 2.158635 -0.316056 -0.182 -1.516 2.297 0.138
C -2.201413 0.881450 0.183693 -0.079 2.362 0.826 0.124
H -2.719385 0.134457 -0.377203 0.011 -0.285 -0.244 0.008
H -2.383277 0.142603 2.317924 -0.063 -0.053 0.053 0.001
H -0.660638 3.826013 0.704343 0.407 0.455 -0.026 0.011
H -1.857105 2.516011 -1.306217 0.194 0.124 -0.652 0.008
O 0.028006 -0.424357 -1.184293 0.569 -1.922 1.518 0.257
C -0.128003 0.200655 -3.003378 -0.353 0.836 -3.401 0.489
C 0.568128 -1.133459 -3.301331 -0.550 1.382 -0.453 0.046
C 0.668527 1.476052 -3.140209 -0.793 -0.906 0.232 0.064
C -1.611807 0.263003 -3.321833 1.310 0.135 0.452 0.061
C 0.635426 -1.553568 -1.864054 -0.670 1.198 2.125 0.034
H 1.549458 -1.005182 -3.780789 -0.119 0.001 0.116 0.004
H -0.033761 -1.794466 -3.939970 0.034 0.056 0.096 0.005
H 0.048861 -2.431869 -1.652090 -0.129 -0.851 0.115 0.001
H 1.647407 -1.687380 -1.512447 0.646 -0.351 0.217 0.001
H 0.656118 1.831786 -4.183374 0.188 0.295 -0.066 0.034
H 1.695110 1.306363 -2.810742 -0.019 0.161 -0.142 0.002
H 0.217607 2.233037 -2.485888 0.186 0.130 -0.145 0.007
H -1.779196 0.182198 -4.408406 -0.294 0.062 -0.058 0.030
H -2.008814 1.212163 -2.946859 -0.209 -0.143 -0.219 0.002
H -2.123889 -0.558132 -2.810490 -0.126 0.014 -0.091 0.008
C 1.134982 -2.897991 1.484349 -0.063 -0.193 0.229 -0.002
Si -0.211151 -1.617633 1.871208 -0.030 1.123 -0.792 -0.025
C -1.792830 -2.369405 1.141245 -0.007 -0.330 0.288 -0.002
C -0.327794 -1.409241 3.747975 -0.120 -0.631 0.163 -0.010
H 1.304882 -2.998666 0.404314 -0.083 0.121 0.254 0.001
H 0.810648 -3.876061 1.869501 0.089 0.082 -0.042 -0.001
H 2.085931 -2.647789 1.968075 -0.110 -0.117 -0.040 0.000
H -1.923249 -3.381578 1.549211 -0.128 0.037 -0.087 -0.001
H -2.688313 -1.785988 1.378788 0.105 -0.118 -0.040 0.000
H -1.715381 -2.446671 0.048792 0.111 0.116 0.224 0.001
H -0.504153 -2.390345 4.210684 0.016 0.140 0.202 -0.002
H 0.604611 -0.998113 4.153785 -0.149 -0.090 -0.097 0.000
H -1.148487 -0.739958 4.029717 0.132 -0.087 -0.066 0.000
```
Forces are in eV/Å.

***

Below is 2 unconnected molecules or ions with the total composition C5H15N2, with properties calculated with ωB97M-V/def2-TZVPD.

Calculated values
molar mass: 103.19 g/mol
highest occupied orbital energy: -12.92 eV
total charge: +1
E: -308.67511 hartree
frontier orbital gap: 6.47 eV
energy above the lowest of the compared OMol25 structures with the same formula, charge and spin: 3.1989 eV

XYZ file:
```
22
Properties=species:S:1:pos:R:3:forces:R:3:lowdin_charge:R:1
C 0.391695 -0.143130 0.874540 -0.226 1.325 1.340 -0.242
C 0.971647 -0.090478 -0.482055 -0.832 -2.560 0.476 0.114
C 0.254488 0.330357 -1.636216 -1.664 1.340 -0.939 -0.157
C 0.711849 1.809243 -2.069431 -0.044 -0.286 0.399 -0.166
C 0.476747 2.856280 -0.984616 0.814 -0.346 0.290 -0.076
N -1.725442 -3.189856 2.665908 -0.032 -0.220 -0.648 0.018
N -0.461165 -1.304059 0.818060 0.689 -0.303 -1.184 0.110
H 1.092881 -0.244594 1.689334 0.517 -0.189 -0.094 0.135
H -0.228251 0.690653 1.165052 -0.199 0.451 -0.321 0.132
H -0.875024 -2.656243 2.725806 -0.012 0.116 0.446 -0.020
H 1.836461 -0.752816 -0.563518 0.289 0.453 -0.380 0.155
H -0.814158 0.425445 -1.416440 0.063 0.264 0.446 0.134
H 0.233016 -0.287587 -2.531153 0.975 -0.307 0.112 0.138
H 1.758646 1.719739 -2.303992 0.435 0.200 -0.216 0.106
H 0.175737 2.043833 -2.984025 -0.030 -0.162 -0.076 0.120
H 1.195483 3.670575 -1.068005 -0.160 0.121 -0.297 0.090
H -0.520511 3.266340 -0.954882 -0.317 -0.021 -0.069 0.086
H -2.353414 -2.968872 3.422750 0.096 -0.001 0.157 0.017
H 0.712085 2.414204 -0.017231 -0.190 0.155 0.205 0.059
H -1.483071 -4.171220 2.688676 -0.133 -0.028 0.180 0.017
H -1.332566 -1.217999 0.309565 0.030 -0.009 0.072 0.119
H -0.017134 -2.199813 0.651874 -0.071 0.006 0.102 0.112
```
Forces are in eV/Å.

***

What is the formula in the second record? C5H15N2

***

Which formula does entry 1 have? C18H29ORuSi

***

Among the records above, which one has the lowest total charge? C18H29ORuSi